No. 1
Computed, not measured: 2 unconnected molecules or ions with the total composition C6H11NO8 in a non-equilibrium geometry, with the ωB97M-V functional and the def2-TZVPD basis.

Properties
relative energy (zero: lowest compared OMol25 entry of this formula, charge and spin)	0.0	kcal per mole
Kohn-Sham gap	10.510	eV
SMILES string	O=C1O[C@@H](CO)[C@@H](O)[C@@H](O)[C@@H]1O.O=[NH+][O-]
HOMO level	-10.52	eV
2S+1	1

Atoms and positions in Å:
1 O 2.11 1.23 -0.96
2 C 0.98 1.05 -0.63
3 O 0.43 -0.07 -0.96
4 C -0.87 -0.41 -0.49
5 C -1.00 -1.88 -0.89
6 O -2.16 -2.46 -0.51
7 C -0.90 -0.05 1.03
8 O 0.03 -0.65 1.79
9 C -0.81 1.54 1.08
10 O -0.21 2.04 2.26
11 C 0.05 2.09 -0.07
12 O -0.77 2.56 -1.15
13 H -1.61 0.27 -1.02
14 H -0.11 -2.48 -0.37
15 H -0.82 -1.99 -1.91
16 H -2.21 -2.37 0.48
17 H -1.98 -0.28 1.35
18 H 0.81 -0.88 1.26
19 H -1.82 2.00 1.09
20 H -0.06 1.40 2.97
21 H 0.57 2.96 0.34
22 H -1.57 2.95 -0.76
23 O 3.50 -2.61 -1.50
24 N 2.92 -1.66 -0.99
25 O 2.42 -1.62 0.11
26 H 3.08 -0.70 -1.56



No. 2
Computed, not measured: C6H11NOS in the gas phase in a non-equilibrium geometry, with the ωB97M-V functional and the def2-TZVPD basis.

Properties
relative energy (zero: lowest compared OMol25 entry of this formula, charge and spin)	115.9	kcal per mole
Kohn-Sham gap (spin up / spin down)	9.210 / 6.409	eV
HOMO level (spin up / spin down)	-8.93 / -7.30	eV
2S+1	1

Atoms and positions in Å:
1 C -2.71 2.28 -0.31
2 C -1.01 0.70 0.18
3 C -0.77 -0.78 -0.25
4 C 0.21 1.55 0.10
5 C 1.83 -1.03 -0.31
6 C 0.40 -1.56 0.21
7 N -2.06 1.28 -0.56
8 O -3.48 -1.25 0.36
9 S -2.15 -1.98 0.41
10 H -3.61 2.81 -0.77
11 H -1.29 0.82 1.19
12 H -0.73 -0.73 -1.38
13 H 0.40 1.68 -0.99
14 H 0.99 1.17 0.63
15 H 0.00 2.60 0.43
16 H 2.06 -0.07 0.13
17 H 1.62 -0.78 -1.34
18 H 2.62 -1.78 -0.27
19 H 0.34 -1.48 1.30
20 H 0.52 -2.50 -0.28



No. 3
Computed, not measured: C6H11NOS in the gas phase in a non-equilibrium geometry, with the ωB97M-V functional and the def2-TZVPD basis.

Properties
relative energy (zero: lowest compared OMol25 entry of this formula, charge and spin)	112.5	kcal per mole
Kohn-Sham gap	9.994	eV
SMILES string	C#CC(C)(C)[S@](C)(=N)=O
HOMO level	-9.26	eV
2S+1	1

Atoms and positions in Å:
1 C -0.65 2.49 1.64
2 C -0.70 1.44 1.05
3 C -0.62 0.31 0.10
4 C -1.39 -1.00 0.55
5 C -1.00 0.80 -1.36
6 S 1.24 -0.08 0.06
7 C 1.47 -1.53 -0.94
8 N 1.75 -0.56 1.44
9 O 1.87 1.00 -0.74
10 H -0.70 3.31 2.21
11 H -1.18 -1.24 1.61
12 H -1.11 -1.81 -0.07
13 H -2.48 -0.56 0.61
14 H -0.92 1.94 -1.39
15 H -2.01 0.40 -1.42
16 H -0.32 0.23 -2.01
17 H 0.58 -2.04 -1.30
18 H 1.90 -1.18 -1.80
19 H 2.18 -2.16 -0.22
20 H 2.10 0.25 1.98



No. 4
Computed, not measured: C6H11NOSi in the gas phase in a non-equilibrium geometry, with the ωB97M-V functional and the def2-TZVPD basis.

Properties
relative energy (zero: lowest compared OMol25 entry of this formula, charge and spin)	81.4	kcal per mole
Kohn-Sham gap (spin up / spin down)	8.100 / 8.102	eV
HOMO level (spin up / spin down)	-7.63 / -7.64	eV
2S+1	1

Atoms and positions in Å:
1 C 0.57 -0.64 0.37
2 C -0.19 1.48 0.26
3 C 1.80 -0.55 -0.14
4 C -2.29 -0.29 1.44
5 C -1.82 -0.65 -1.72
6 C 0.82 2.34 0.57
7 N 2.57 -1.70 0.11
8 O 2.47 0.43 -0.88
9 Si -1.09 -0.12 -0.08
10 H -2.15 0.59 2.13
11 H -3.27 -0.39 1.24
12 H -2.01 -1.15 1.89
13 H -1.96 0.30 -2.26
14 H -1.08 -1.13 -2.20
15 H -2.74 -1.20 -1.51
16 H 1.92 1.93 0.81
17 H 0.72 3.38 0.30
18 H 1.86 1.18 -1.23
19 H 2.29 -2.18 0.92
20 H 3.59 -1.62 -0.02



No. 5
Computed, not measured: C6H11NS in the gas phase in a non-equilibrium geometry, with the ωB97M-V functional and the def2-TZVPD basis.

Properties
relative energy (zero: lowest compared OMol25 entry of this formula, charge and spin)	61.4	kcal per mole
Kohn-Sham gap	9.761	eV
SMILES string	C[C@@H]1[C@H]2S[C@@H]2C[C@@H]1N
HOMO level	-8.77	eV
2S+1	1

Atoms and positions in Å:
1 C 0.85 -0.55 1.92
2 C -0.07 0.14 0.94
3 C -1.16 -0.75 0.36
4 S -2.92 -0.97 0.07
5 C -1.79 0.23 -0.65
6 C -0.62 0.43 -1.61
7 C 0.51 0.69 -0.48
8 N 1.73 0.05 -0.82
9 H 1.34 -1.41 1.46
10 H 0.33 -0.89 2.85
11 H 1.66 0.14 2.25
12 H -0.47 1.04 1.49
13 H -0.62 -1.50 -0.21
14 H -2.07 1.19 -0.19
15 H -0.36 -0.47 -2.15
16 H -0.70 1.27 -2.33
17 H 0.56 1.84 -0.32
18 H 1.58 -0.92 -0.98
19 H 2.20 0.43 -1.59



No. 6
Computed, not measured: C6H11NS2 in the gas phase in a non-equilibrium geometry, with the ωB97M-V functional and the def2-TZVPD basis.

Properties
relative energy (zero: lowest compared OMol25 entry of this formula, charge and spin)	40.3	kcal per mole
Kohn-Sham gap	8.860	eV
SMILES string	C=C(C)SCCNC=S
HOMO level	-8.26	eV
2S+1	1

Atoms and positions in Å:
1 C 0.43 -1.44 -1.10
2 C 0.94 -1.21 0.07
3 C 0.84 -2.43 1.03
4 S 1.57 0.26 0.78
5 C 1.03 1.57 -0.38
6 C -0.22 2.26 0.13
7 N -1.18 1.24 0.45
8 C -2.07 0.66 -0.35
9 S -2.73 -0.79 0.06
10 H 0.35 -0.66 -1.85
11 H -0.10 -2.31 -1.33
12 H 1.75 -3.05 1.39
13 H 0.09 -3.11 0.60
14 H 0.32 -2.10 1.93
15 H 0.97 1.23 -1.36
16 H 1.78 2.26 -0.39
17 H 0.08 2.81 1.04
18 H -0.58 3.10 -0.63
19 H -0.78 0.54 1.19
20 H -2.50 1.16 -1.27



No. 7
Computed, not measured: a gas-phase ion, C6H11O (charge -1) in a non-equilibrium geometry, with the ωB97M-V functional and the def2-TZVPD basis.

Properties
relative energy (zero: lowest compared OMol25 entry of this formula, charge and spin)	12.5	kcal per mole
Kohn-Sham gap	5.605	eV
total charge	-1
SMILES string	C=CCCCC[O-]
HOMO level	-2.00	eV
2S+1	1

Atoms and positions in Å:
1 C -2.90 1.11 0.31
2 C -1.93 1.33 1.18
3 C -0.67 0.52 1.31
4 C 0.02 0.16 -0.03
5 C 1.32 -0.62 0.21
6 C 1.68 -1.47 -1.05
7 O 2.43 -0.77 -1.95
8 H -2.76 0.36 -0.46
9 H -3.87 1.60 0.23
10 H -1.98 2.13 1.92
11 H -0.80 -0.40 1.89
12 H 0.06 1.09 1.86
13 H 0.34 1.09 -0.51
14 H -0.65 -0.40 -0.68
15 H 1.28 -1.30 1.07
16 H 2.17 0.05 0.30
17 H 2.26 -2.38 -0.75
18 H 0.70 -1.83 -1.47



No. 8
Computed, not measured: a gas-phase ion, C6H11O (charge -1) in a non-equilibrium geometry, with the ωB97M-V functional and the def2-TZVPD basis.

Properties
relative energy (zero: lowest compared OMol25 entry of this formula, charge and spin)	20.0	kcal per mole
Kohn-Sham gap	6.233	eV
total charge	-1
SMILES string	C=CCCCC[O-]
HOMO level	-2.19	eV
2S+1	1

Atoms and positions in Å:
1 C -2.77 0.36 1.09
2 C -1.74 0.40 0.25
3 C -0.43 1.10 0.29
4 C 0.50 0.99 -0.93
5 C 0.83 -0.50 -1.24
6 C 1.88 -1.07 -0.25
7 O 1.43 -1.28 0.99
8 H -2.61 0.56 2.15
9 H -3.77 0.36 0.68
10 H -1.84 -0.05 -0.75
11 H -0.71 2.15 0.41
12 H 0.15 0.85 1.18
13 H 0.07 1.45 -1.82
14 H 1.47 1.45 -0.72
15 H -0.08 -1.10 -1.09
16 H 1.13 -0.61 -2.29
17 H 2.74 -0.32 -0.30
18 H 2.45 -1.89 -0.77



No. 9
Computed, not measured: 2 unconnected molecules or ions with the total composition C6H11O in a non-equilibrium geometry, with the ωB97M-V functional and the def2-TZVPD basis.

Properties
relative energy (zero: lowest compared OMol25 entry of this formula, charge and spin)	133.8	kcal per mole
Kohn-Sham gap	4.431	eV
total charge	-1
HOMO level	-1.96	eV
2S+1	1

Atoms and positions in Å:
1 C 0.52 -1.94 -2.39
2 O 0.92 -1.21 -3.47
3 C -0.04 -1.11 -1.19
4 C 0.39 0.16 2.34
5 C -0.57 0.98 1.80
6 C -1.91 1.27 1.59
7 C 0.48 1.99 1.94
8 H 1.36 -2.53 -1.97
9 H -0.19 -2.78 -2.63
10 H 0.89 -0.89 -0.51
11 H -0.81 -1.64 -0.55
12 H 1.20 -0.17 1.69
13 H -0.51 -0.12 -1.49
14 H -2.29 2.23 1.30
15 H -2.62 0.34 1.79
16 H 0.93 2.35 2.88
17 H 0.12 3.01 1.40
18 H 1.33 1.83 1.31



No. 10
Computed, not measured: 2 unconnected molecules or ions with the total composition C6H11O in a non-equilibrium geometry, with the ωB97M-V functional and the def2-TZVPD basis.

Properties
relative energy (zero: lowest compared OMol25 entry of this formula, charge and spin)	28.8	kcal per mole
Kohn-Sham gap	6.485	eV
total charge	-1
HOMO level	-2.48	eV
2S+1	1

Atoms and positions in Å:
1 C 0.12 1.09 2.94
2 C 0.12 0.81 1.61
3 C 1.13 1.41 0.66
4 C 1.14 1.36 -0.68
5 H 0.87 1.80 3.30
6 H -0.63 0.67 3.62
7 H -0.78 0.38 1.08
8 H 2.02 1.73 1.15
9 H 1.98 1.76 -1.26
10 H 0.34 0.82 -1.23
11 C -1.30 -1.25 -0.90
12 O -1.42 0.11 -1.02
13 C -0.27 -1.84 -1.87
14 H -2.34 -1.58 -1.15
15 H -0.97 -1.57 0.10
16 H -0.13 -2.91 -1.84
17 H 0.68 -1.32 -1.59
18 H -0.56 -1.46 -2.91



No. 11
Computed, not measured: a gas-phase ion, C6H11O (charge -2) in a non-equilibrium geometry, with the ωB97M-V functional and the def2-TZVPD basis.

Properties
relative energy (zero: lowest compared OMol25 entry of this formula, charge and spin)	82.1	kcal per mole
Kohn-Sham gap (spin up / spin down)	2.882 / 6.606	eV
total charge	-2
HOMO level (spin up / spin down)	3.94 / 0.19	eV
2S+1	2

Atoms and positions in Å:
1 C 1.28 1.82 -1.16
2 O 2.59 2.21 -1.27
3 C 1.17 0.53 -0.35
4 C -0.30 -0.02 -0.35
5 C -0.16 -1.55 0.03
6 C -2.16 -0.80 1.59
7 C -0.75 -0.92 1.20
8 H 0.54 2.60 -0.71
9 H 0.82 1.61 -2.19
10 H 1.59 0.63 0.62
11 H 1.78 -0.17 -0.93
12 H -0.44 -0.09 -1.47
13 H -1.01 0.71 -0.03
14 H 0.81 -1.88 0.16
15 H -0.80 -2.38 -0.50
16 H -2.21 -0.06 2.32
17 H -2.93 -1.38 1.22
18 H 0.19 -0.85 1.83



No. 12
Computed, not measured: C6H11P in the gas phase in a non-equilibrium geometry, with the ωB97M-V functional and the def2-TZVPD basis.

Properties
relative energy (zero: lowest compared OMol25 entry of this formula, charge and spin)	73.2	kcal per mole
Kohn-Sham gap	7.638	eV
SMILES string	CC1=[PH2]C=CCC1
HOMO level	-6.75	eV
2S+1	1

Atoms and positions in Å:
1 C -1.73 1.46 -0.92
2 C -0.98 0.59 0.10
3 P 0.44 1.01 0.95
4 C 2.02 -0.09 0.94
5 C 1.64 -1.17 0.26
6 C 0.54 -1.34 -0.77
7 C -0.82 -0.91 -0.09
8 H -1.35 1.55 -1.90
9 H -1.58 2.47 -0.48
10 H -2.72 1.03 -1.10
11 H 0.32 1.01 2.38
12 H 0.60 2.42 0.89
13 H 2.76 -0.21 1.74
14 H 2.14 -2.07 0.34
15 H 0.73 -0.68 -1.60
16 H 0.62 -2.41 -1.03
17 H -1.76 -1.22 -0.71
18 H -0.87 -1.44 0.99